(1)
DFT (ωB97M-V with the def2-TZVPD basis set) results for C4H10BrNS in the gas phase.

```
17
Properties=species:S:1:pos:R:3:mulliken_charge:R:1
H -0.9774 -0.0517 2.2398 0.3181
Br 2.1312 -1.1445 2.4254 -0.0898
S 0.6891 -2.1101 1.3075 -0.2467
C -1.1710 0.0068 1.0916 -0.2484
H -1.9925 -0.5755 0.7080 0.2481
H 1.8405 0.6593 -1.0862 0.2267
H -0.5397 0.2928 -1.2600 0.1896
H 2.1176 -1.1219 -1.2588 0.3223
C -1.1781 1.4718 0.6224 -1.1394
H -0.4113 -1.3802 -1.5090 0.2917
H -1.6262 2.1070 1.2780 0.4128
H -0.1360 1.8361 0.4156 0.2995
C 0.0921 -0.5499 -0.9737 -0.2453
H -1.5606 1.5792 -0.4576 0.3001
C 1.4344 -0.3473 -1.4988 -1.2425
H 1.3206 -0.1685 -2.4917 0.4657
N -0.0325 -0.5036 0.4475 0.1377
```

As for the relative energy (zero: lowest compared OMol25 entry of this formula, charge and spin): 27.5 kcal/mol. As for the expectation value of S²: 2.010. The value obtained for the highest occupied orbital energy (alpha / beta) is -5.5 / -7.8 eV. As for the multiplicity: 3. As for the net charge: 0.

(2)
DFT (ωB97M-V with the def2-TZVPD basis set) results for C3H7NO in the gas phase.

```
12
Properties=species:S:1:pos:R:3:mulliken_charge:R:1
H -1.4112 -1.7351 0.8363 0.3000
H -1.9051 1.5937 -0.3190 0.2429
C -0.5445 0.1964 0.2243 0.6000
H 1.6370 0.8346 0.5365 0.2823
C -0.3792 -1.2495 0.4994 -1.1803
H 0.2889 -1.5549 1.3237 0.3636
C 0.6792 0.9643 -0.1409 -1.1045
H -0.2537 -1.7632 -0.3462 0.3733
H 1.0164 0.4539 -1.1192 0.2392
O -2.7836 -0.2046 -0.3572 -0.6128
N -1.7967 0.5467 -0.1334 0.1442
H 0.4838 1.9829 -0.3438 0.3520
```

Its SMILES is CC(C)=[NH+][O-]. As for the relative energy (zero: lowest compared OMol25 entry of this formula, charge and spin): 85.3 kcal/mol. The value obtained for the highest occupied orbital energy is -8.3 eV. As for the multiplicity: 1. As for the net charge: 0.

(3)
DFT (ωB97M-V with the def2-TZVPD basis set) results for 11 unconnected molecules or ions with the total composition C5H33NO11.

```
50
Properties=species:S:1:pos:R:3:mulliken_charge:R:1
C 0.0384 -0.8233 -0.3494 1.6396
C -2.3454 0.0688 -0.3045 -0.4470
N -0.5938 1.4988 -1.0830 -0.1634
O -3.1090 3.4572 0.1173 -0.6850
H 1.4310 1.3870 -1.8167 0.5688
H 1.5432 -0.8370 -3.5304 0.4630
H 2.9525 -1.2051 -1.8003 0.3811
C -1.0002 0.0740 -1.0531 0.6928
H -1.3903 2.3554 2.8813 0.4069
H -0.2617 0.8273 3.9241 0.4940
H -0.7638 -1.2861 -4.3385 0.3014
O -1.1518 1.1784 4.1160 -0.7956
H -1.1180 -0.2639 -2.1204 -0.3775
H -3.1881 0.3830 -1.0158 0.2412
O 1.6980 1.5761 1.6024 -0.6948
H 0.2526 -1.4567 -5.4561 0.2664
H 4.3290 -1.5425 -1.3391 0.2549
O 3.4372 -1.5979 -1.0503 -0.6200
O 2.7671 -1.4315 1.5651 -0.5767
H -0.9366 3.7839 2.5099 0.2678
H 2.4368 0.9778 1.3553 0.2700
H 1.6266 0.2782 -2.5344 -0.1199
H -2.6097 3.2890 0.9463 0.4099
H -2.4894 -1.9456 -0.3884 0.3438
H 3.6003 -1.6183 1.9257 0.2327
H 1.5227 -0.8525 2.6359 0.3072
O 0.8449 -0.4443 3.2041 -0.8573
C 0.4419 1.8217 -2.0823 -1.0967
H 1.0387 -0.4341 -0.5570 0.0011
H -0.2277 1.7878 -0.1573 0.2480
H -1.5995 -2.4446 2.7905 0.2378
H 1.1915 1.0543 2.2424 0.4768
O 0.1684 -1.5232 -4.4977 -0.6226
H -1.6911 0.4055 3.9414 0.3200
C -0.0330 -2.2893 -0.7436 -1.6406
O -2.6593 -1.2058 0.2093 -0.6714
H -0.0448 -0.7511 0.7614 -0.9558
H -1.9706 -1.3276 1.7979 0.4584
O -1.3636 2.9823 2.1379 -0.6833
H -2.4657 3.2289 -0.5476 0.3163
H 0.0977 1.5282 -3.0632 0.3919
H -2.3719 0.7380 0.6121 0.2016
O -1.6093 -1.5048 2.6862 -0.7200
O 2.1623 -0.3366 -3.0633 -0.7913
H -0.8859 -2.7982 -0.3366 0.5511
H 2.9266 -1.4632 0.5872 0.3350
H 0.0252 -0.9192 2.9580 0.4176
H -0.1163 -2.4327 -1.8275 0.2428
H 0.8713 -2.8230 -0.4079 0.3687
H 0.5926 2.8762 -2.0433 0.4108
```

Its SMILES is CC[C@@H](CO)NC.O.O.O.O.O.O.O.O.O.O. As for the relative energy (zero: lowest compared OMol25 entry of this formula, charge and spin): 36.2 kcal/mol. The value obtained for the highest occupied orbital energy is -9.1 eV. As for the multiplicity: 1. As for the net charge: 0.

(4)
DFT (ωB97M-V with the def2-TZVPD basis set) results for a gas-phase ion, C4H2ClO2 (charge -1).

```
9
Properties=species:S:1:pos:R:3:mulliken_charge:R:1
C -0.2365 -0.9831 -0.8620 -1.0680
C -0.1008 1.1587 0.5848 -0.3497
C 0.7332 -1.7514 -1.1759 0.8316
H -0.5077 1.3444 1.5628 0.2843
C -0.6677 -0.1698 0.2613 0.5546
O -1.4779 -0.5256 1.0972 -0.6255
O 1.7741 -2.3080 -1.5919 -0.6882
Cl -0.3814 2.6334 -0.3516 -0.2160
H 0.8649 0.6015 0.4752 0.2769
```

Its SMILES is O=C=C=C([O-])CCl. As for the relative energy (zero: lowest compared OMol25 entry of this formula, charge and spin): 41.9 kcal/mol. The value obtained for the highest occupied orbital energy is -3.7 eV. As for the multiplicity: 1. As for the net charge: -1.